1.
Computed, not measured: C4H9NO as an isolated structure, with the ωB97M-V functional and the def2-TZVPD basis.

Properties
multiplicity	1
energy relative to the best compared isomer or geometry (same formula, charge and spin)	3.9113	eV
E	-287.68871	a.u.
LUMO energy	0.96	eV

Last column: natural (NBO) charge in e.
Element x y z (Å)
H  -3.2002  0.3901  0.0214  0.213
H  -1.8794  0.3833  1.2091  0.210
C  -2.1192  0.5072  0.1474  -0.614
H  2.3754  0.9088  1.0870  0.236
C  -1.3435  -0.5054  -0.6890  -0.223
H  -1.8430  1.5254  -0.1464  0.208
N  0.0942  -0.2544  -0.5827  -0.698
H  2.7941  0.9476  -0.6344  0.259
H  -1.5724  -1.5302  -0.3724  0.199
H  1.2820  0.3673  -0.5756  0.446
C  2.3923  0.3106  0.1741  -0.972
C  0.7681  -0.7068  0.4359  0.828
H  3.0761  -0.5331  0.2674  0.248
O  0.7866  -1.3871  1.4050  -0.543
H  -1.6111  -0.4231  -1.7468  0.201

=====

2.
Computed, not measured: C12H10CrN6OS2 as an isolated structure, with the ωB97M-V functional and the def2-TZVPD basis.

Properties
multiplicity	5
energy relative to the best compared isomer or geometry (same formula, charge and spin)	0.2466	eV
E	-2707.96382	a.u.
LUMO energy (alpha / beta)	-1.57 / -1.68	eV

Last column: natural (NBO) charge in e.
Element x y z (Å)
N  -0.2004  -0.2712  1.4887  -0.524
C  -0.2843  1.3282  3.2629  -0.218
N  -4.4709  -3.1977  -2.9294  -0.366
S  3.5253  2.1631  -3.0080  0.351
H  -0.4433  -1.4985  -3.1718  0.407
C  1.0460  1.7377  1.1917  0.083
H  1.3818  2.7145  1.5238  0.211
N  2.2196  1.9920  -0.7432  -0.415
H  4.4376  3.4606  -1.1869  0.233
C  -2.6897  -3.4813  0.1157  0.331
C  -2.5728  -3.0185  -1.2136  -0.537
H  -2.0799  -1.9188  -3.4830  0.415
Cr  0.6143  -0.5772  -0.4565  1.164
H  3.0826  4.2952  -1.9774  0.232
C  -1.4092  -2.3445  -1.6011  0.665
O  -0.3957  -2.2543  -0.8175  -0.784
C  2.4777  1.3798  -1.8662  -0.051
N  1.3976  1.2572  0.0617  -0.302
H  -1.2637  -2.0186  1.7096  0.257
S  1.9425  -0.1944  -2.3840  -0.293
H  -1.5050  0.7862  4.9458  0.231
H  0.0231  2.2844  3.6625  0.232
N  -2.8026  -3.8306  1.2102  -0.407
C  -1.5042  -0.7256  3.4243  -0.232
C  3.9611  3.6764  -2.1392  -0.749
C  -1.0099  -1.0735  2.1726  0.093
N  -1.3578  -1.7174  -2.8088  -0.813
C  -3.6444  -3.1440  -2.1258  0.290
C  -1.1364  0.4878  3.9736  -0.134
H  -2.1630  -1.4099  3.9390  0.248
H  4.6612  4.1960  -2.7916  0.233
C  0.1628  0.9169  2.0219  0.149

=====

3.
Computed, not measured: C11H19N2O3SSr as an isolated structure, with the ωB97M-V functional and the def2-TZVPD basis.

Properties
net charge	+1
multiplicity	1
E	-1194.52880	a.u.
LUMO energy	-3.10	eV

Last column: natural (NBO) charge in e.
Element x y z (Å)
H  -1.4888  -2.9966  -1.9077  0.193
S  2.2546  1.9573  0.9926  -0.510
C  1.2451  3.2192  0.3191  0.279
H  -1.7452  -1.4373  2.4156  0.201
C  -0.3468  5.1422  -0.6996  -0.345
H  -1.1534  -3.6399  0.3526  0.186
H  -2.0435  3.0276  -2.1514  0.232
H  -1.6264  -1.2643  -2.2766  0.195
H  1.6040  -2.9219  2.7041  0.212
C  1.2773  -2.5577  1.7270  -0.100
C  -1.6306  -2.7105  0.6791  -0.101
Sr  0.0969  0.3608  0.2829  1.806
C  -2.1315  3.4165  -1.1344  -0.649
H  -2.5588  2.6378  -0.5001  0.205
H  1.3461  6.3994  -0.2779  0.208
C  2.3805  -1.7923  1.0330  -0.109
O  0.1874  -1.6452  1.8893  -0.603
H  0.9677  -3.4156  1.1243  0.181
N  1.7317  4.4610  0.2621  -0.466
H  -2.7063  -2.8947  0.7515  0.206
H  -2.8278  4.2520  -1.1611  0.243
H  2.6581  -0.9056  1.6054  0.230
C  -1.1040  -2.2279  2.0199  -0.095
H  3.1569  -2.5980  -1.3370  0.201
H  3.2641  -2.4222  0.9115  0.211
N  0.0050  2.8785  -0.1192  -0.697
O  -1.3709  -1.6939  -0.2921  -0.622
H  -1.0970  -3.0385  2.7520  0.215
C  -1.9052  -2.0451  -1.5710  -0.256
C  -0.7857  3.8361  -0.6274  0.273
C  0.9390  5.3946  -0.2352  0.131
H  -2.9930  -2.1184  -1.5265  0.198
O  1.9314  -1.3328  -0.2470  -0.606
H  1.8475  -1.8013  -2.2254  0.204
C  2.1122  -2.2879  -1.2891  -0.255
H  -0.9673  5.9309  -1.0980  0.234
H  1.4768  -3.1662  -1.1455  0.170

=====

4.
Computed, not measured: an isolated molecule of C3H8N2O2 at a distorted geometry, with the ωB97M-V functional and the def2-TZVPD basis.

Properties
multiplicity	1
energy relative to the best compared isomer or geometry (same formula, charge and spin)	5.3304	eV
structure (SMILES)	CO/C(CO)=N\N
E	-378.94512	a.u.
LUMO energy	0.58	eV

Last column: natural (NBO) charge in e.
Element x y z (Å)
O  2.3947  0.1106  -0.1992  -0.711
N  -2.1479  -0.4008  -0.0301  -0.683
H  2.3148  0.5679  0.6597  0.471
H  1.9910  -1.8726  -0.4620  0.233
H  -3.0374  -1.0023  -0.2836  0.359
C  -0.4697  1.8108  -0.2086  -0.252
O  -0.1874  0.6986  0.4741  -0.544
H  0.5071  2.1822  -0.6317  0.178
H  1.5271  -0.9266  1.2794  0.154
C  1.4612  -0.9210  0.0262  -0.119
H  -1.1987  1.5163  -1.0556  0.197
H  -2.1659  -0.3056  1.0676  0.344
C  -0.0052  -0.4704  -0.0596  0.474
H  -1.0145  2.5771  0.3212  0.196
N  -1.0664  -1.2745  -0.2045  -0.297

=====

5.
Computed, not measured: a 2-piece molecular cluster, C15H23Cl2F6IN2O3PS overall at a distorted geometry, with the ωB97M-V functional and the def2-TZVPD basis.

Properties
net charge	-1
multiplicity	1
E	-3477.49888	a.u.
LUMO energy	0.82	eV

Last column: natural (NBO) charge in e.
Element x y z (Å)
H  2.4805  2.0961  -1.8422  0.231
H  -0.5766  4.0512  -0.5999  0.216
H  -0.4583  -0.3799  4.5150  0.210
F  -3.2243  -4.1265  -3.0276  -0.608
C  1.4474  2.4345  -1.5839  -0.173
C  -0.1176  0.7161  -0.2270  -0.104
H  -1.2968  2.4196  -1.7641  0.466
F  -3.1584  -5.4204  -1.2196  -0.615
C  1.5405  3.2688  -0.2626  -0.421
F  -2.6655  -5.6265  -4.2809  -0.594
H  -0.0430  2.0440  2.6277  0.196
C  1.3792  0.2655  2.6067  -0.411
O  2.1021  -1.8716  -3.9910  -0.695
Cl  1.0353  3.6479  -2.9169  -0.074
P  -3.3476  -5.7409  -2.8113  2.621
C  0.4946  -1.3081  -2.2012  0.047
O  1.5801  -3.5004  -2.6465  -0.750
H  0.6492  5.2369  0.0554  0.228
H  2.0197  -0.1812  3.4026  0.222
H  -0.1193  1.4364  0.6206  0.245
H  -1.5848  0.3795  3.3427  0.218
H  0.5052  0.3200  -3.6395  0.303
C  1.2463  2.1127  4.3790  -0.609
C  0.3362  1.2865  -1.6274  0.224
H  -1.2586  1.2788  4.8434  0.218
C  1.4719  -2.2712  -3.0086  0.685
C  0.4062  1.2758  3.3057  -0.216
H  2.0640  0.8732  1.9509  0.198
Cl  -1.1804  -1.7767  -2.7941  0.053
S  -3.0104  2.0431  1.2443  -0.015
C  0.8940  0.1512  -2.6073  -0.463
H  0.5291  2.5778  5.1041  0.209
N  -1.5579  0.2723  -0.3813  -0.465
O  -0.8007  1.8104  -2.3343  -0.697
H  0.0397  3.9862  1.1555  0.212
H  1.7643  2.5400  0.5682  0.195
H  2.4639  3.9034  -0.3341  0.225
H  1.6276  -2.1754  -0.6686  0.474
F  -4.9353  -5.4787  -2.5581  -0.601
C  -2.2727  0.9568  0.3056  0.281
F  -2.0743  -6.6660  -2.4022  -0.597
I  -0.7189  -3.0585  -0.1687  0.528
C  0.8332  -0.4765  0.1516  -0.049
C  0.2944  4.1729  0.0765  -0.639
H  -0.3797  -0.9913  2.0000  0.246
F  -4.0380  -7.1137  -3.3515  -0.601
H  1.8997  1.4003  4.9350  0.202
H  1.8848  -0.0850  0.0416  0.222
H  2.0146  0.1734  -2.6366  0.244
C  -0.7773  0.6036  4.0962  -0.631
H  1.8421  2.9210  3.8763  0.207
C  0.6691  -0.8043  1.6827  -0.437
N  0.7342  -1.6582  -0.7533  -0.594
H  1.2237  -1.7698  1.8534  0.230

=====

6.
Computed, not measured: C40H53N8OS3Sr as an isolated structure at a distorted geometry, with the ωB97M-V functional and the def2-TZVPD basis.

Properties
net charge	+1
multiplicity	1
energy relative to the best compared isomer or geometry (same formula, charge and spin)	0.5467	eV
E	-3294.59827	a.u.
LUMO energy	-2.32	eV

Last column: Mulliken charge in e.
Element x y z (Å)
C  -1.7447  0.4920  2.0184  -0.027
C  2.7845  -1.5571  3.9983  -0.367
H  4.5503  -3.0784  5.4822  0.340
C  4.0975  -0.5929  6.5722  -1.568
C  -2.8036  0.0508  -1.1687  -0.315
H  3.7132  0.4269  6.5503  0.370
H  0.8076  -2.9288  4.8898  0.551
H  4.7393  -4.1995  -0.8519  0.404
H  -0.7373  0.5880  6.5213  0.461
C  3.6042  -1.3457  -0.8082  -0.089
H  -4.3946  -4.4875  -2.1371  0.395
H  -2.6740  -4.0221  2.6729  0.546
N  -2.0660  0.0657  -0.1202  0.910
H  -0.2012  0.9083  4.1165  0.498
C  -1.2305  -2.7747  1.7312  -1.283
C  -1.5041  -4.4310  5.1381  2.271
C  3.9123  -0.7465  4.1093  0.400
H  -4.3637  -2.5030  -4.0845  0.421
O  -0.6090  0.9834  1.7776  -0.982
N  -0.0834  -2.1160  1.7625  1.127
C  -2.0851  0.0491  -2.4563  1.082
C  -1.2048  -4.7423  -5.1808  -1.175
N  4.7228  -1.4603  -0.0882  -0.124
H  1.1800  -4.2308  -3.8554  0.356
C  -1.6483  -5.8955  4.6974  -1.730
H  3.2568  -1.2695  6.7215  0.318
C  -2.7962  0.0456  -3.6574  -0.560
H  6.0685  -2.4906  6.1458  0.478
H  -0.4501  -3.3465  6.7093  0.421
C  4.0768  0.2171  3.1205  -0.450
C  6.0752  0.0080  5.1765  -2.130
H  0.9096  -3.2997  -5.3489  0.348
C  0.2158  -2.9245  3.9895  -0.615
C  -0.7343  0.1962  -4.8360  -0.662
H  0.4231  -4.7719  6.1091  0.399
N  -2.6219  0.0743  1.1163  -0.908
H  -2.6527  0.1252  -5.7971  0.490
C  -0.5638  -4.3680  6.3424  -2.181
N  2.1009  -0.5028  1.9736  1.217
H  -2.0073  -6.4986  5.5314  0.468
H  2.6045  -2.3096  4.7483  0.439
C  0.6378  -2.1900  2.8806  -0.181
H  -0.4991  -5.5730  -5.0813  0.374
C  3.1553  0.2864  2.0882  -1.861
C  1.8881  -1.4011  2.9431  -0.541
H  -3.2610  -4.4657  6.3951  0.496
H  -4.7555  -0.6831  -1.7107  0.299
C  -2.1131  0.1170  -4.8603  -0.766
H  -4.7111  -0.5727  5.4550  0.402
H  -2.1957  -5.1149  -4.9501  0.403
H  -4.6402  0.0950  -0.1163  0.283
C  -3.7171  -0.2598  5.1641  -0.709
H  6.6463  -0.1755  4.2654  0.428
C  -2.8718  -3.8807  5.5606  -1.429
C  -2.1386  0.3230  3.4466  0.608
S  2.7473  -2.8575  -0.9005  0.261
H  4.7614  -0.6890  7.4309  0.468
H  4.9029  0.9114  3.1350  0.601
C  -0.9874  -3.6187  3.9626  0.095
H  -3.0012  -0.1426  7.1835  0.434
H  5.7846  1.0583  5.2004  0.412
H  -4.6349  1.0679  -1.5980  0.392
C  -3.6556  -3.7048  -1.9440  -0.934
H  -2.9246  -2.7962  -5.0809  0.408
C  4.8636  -0.9179  5.2809  1.752
H  -2.7895  -2.8435  5.8715  0.164
C  -1.4855  0.3901  5.7648  -0.672
C  -2.7559  -0.0185  6.1366  -0.429
H  -1.1850  -4.3900  -6.2129  0.323
H  -3.0269  -3.9926  -1.1121  0.348
Sr  0.3382  -0.2097  0.0589  1.636
H  -2.3593  -6.0000  3.8793  0.330
C  -1.4824  -3.5145  -3.0799  -0.138
H  -4.1862  -2.7821  -1.6856  0.104
N  -0.7404  0.1072  -2.4434  0.250
H  -4.0700  -4.1171  -4.7408  0.361
H  4.4320  -2.5215  1.6903  -0.226
S  -0.6418  -3.3047  -1.6416  -0.039
H  -0.1512  0.2716  -5.7422  0.475
C  -3.5842  -3.2265  -4.3309  -1.342
H  0.9792  0.2345  -3.5351  0.376
H  -3.5965  -3.9313  4.7493  0.330
C  -1.7194  -3.5282  2.7819  -1.101
H  3.2843  1.0164  1.2949  0.602
H  5.8743  -2.6360  4.3991  0.301
H  5.2471  -0.6249  0.1210  0.349
H  -3.8739  0.0091  -3.6474  0.491
N  -0.8194  -3.6723  -4.2698  0.347
H  6.7382  -0.1672  6.0227  0.436
C  4.1146  -3.7472  -0.0829  -0.973
H  -0.9788  -4.9649  7.1537  0.449
S  3.0646  0.0645  -1.4947  -0.252
H  -4.1505  -0.2870  3.0591  0.471
C  0.6108  -3.4117  -4.3058  -0.949
C  -3.4111  -0.0999  3.8249  -0.118
C  5.3626  -2.3697  5.3251  -1.629
C  -0.1029  0.1862  -3.5984  -0.545
N  -2.8372  -3.5206  -3.1282  0.337
C  4.8705  -2.6767  0.6959  0.046
H  0.8379  -2.4991  -3.7641  0.161
H  3.7139  -4.5251  0.5612  0.408
H  5.9249  -2.9285  0.8036  0.457
C  -1.1802  0.5681  4.4261  -0.546
H  -1.7933  -2.6838  0.8114  0.405
C  -4.2985  0.1330  -1.1472  -1.614
H  -0.6913  -6.3021  4.3696  0.374

=====

7.
Computed, not measured: C5H9NO as an isolated structure, with the ωB97M-V functional and the def2-TZVPD basis.

Properties
multiplicity	1
energy relative to the best compared isomer or geometry (same formula, charge and spin)	4.4521	eV
E	-325.77394	a.u.
LUMO energy	0.79	eV

Last column: natural (NBO) charge in e.
Element x y z (Å)
C  0.3960  -0.7569  -1.8062  -0.153
H  0.9942  0.0296  -2.2867  0.194
H  1.1288  -0.8113  -0.5637  0.092
C  0.4039  0.8271  1.7573  -0.612
C  0.0300  -1.1877  0.1407  0.563
H  -1.4163  -0.1710  1.1938  0.236
N  -0.8485  -0.5126  -1.3416  -0.492
H  -0.0812  1.7493  2.0968  0.220
H  0.5821  -1.7737  -2.1555  0.222
C  -0.4745  0.1398  0.7267  -0.287
H  0.5465  0.1858  2.6335  0.226
H  -0.0549  1.4723  -0.9755  0.173
H  -1.7939  1.2783  -0.6378  0.213
C  -0.8267  0.7731  -0.6157  -0.243
H  1.3867  1.0897  1.3520  0.210
O  0.0279  -2.3320  0.4819  -0.562

=====

8.
Computed, not measured: a 2-piece molecular cluster, C2H2NO3S overall at a distorted geometry, with the ωB97M-V functional and the def2-TZVPD basis.

Properties
net charge	-1
multiplicity	1
energy relative to the best compared isomer or geometry (same formula, charge and spin)	2.6139	eV
E	-756.04387	a.u.
LUMO energy (alpha / beta)	3.27 / 1.02	eV

Last column: natural (NBO) charge in e.
Element x y z (Å)
O  -0.5872  -1.8200  2.3668  -0.986
H  0.7892  0.9702  -0.8582  0.233
C  -0.1089  1.5105  -0.7996  -0.345
H  -0.5516  1.7710  0.1034  0.215
O  0.1742  -3.3242  0.5720  -0.986
N  -1.2302  2.7194  -2.7307  -0.308
O  1.8147  -1.9739  1.8135  -0.988
S  0.4183  -2.0601  1.3306  1.981
C  -0.7185  2.2071  -1.7978  0.183